1.
C7H18N3 | ωB97M-V/def2-TZVPD

Element x y z (Å)
N -2.022 -0.207 -0.960
N -1.055 0.643 0.899
N -0.026 -1.689 0.659
C 0.458 -0.480 0.898
C 1.447 -0.621 -1.633
C 1.415 1.532 -0.349
C -3.561 0.528 0.688
C 2.885 -0.327 0.487
C -2.102 0.393 0.204
C 1.525 0.003 -0.176
H -4.185 0.983 0.022
H -3.730 1.165 1.622
H -0.418 -1.839 -0.206
H -3.829 -0.554 0.868
H -0.654 -1.853 1.401
H 3.005 -0.033 1.486
H 0.391 -0.613 -2.179
H -1.131 -0.301 -1.312
H 2.181 -0.164 -2.211
H -2.810 -0.220 -1.541
H 0.385 1.718 -0.309
H 3.109 -1.458 0.364
H 1.922 1.883 -1.245
H 3.599 0.239 -0.099
H -1.198 1.191 1.779
H 1.959 1.994 0.407
H 0.737 -0.304 1.987
H 1.704 -1.610 -1.550

For the HOMO energy, the calculation gives -0.533 Ha. The spin multiplicity is 1. As for the total charge: +1. The value obtained for the energy above the lowest of the compared OMol25 structures with the same formula, charge and spin is 247.58 kJ/mol.

2.
C4H5NOS | ωB97M-V/def2-TZVPD

Element x y z (Å)
S -2.334 -0.198 0.065
O 1.307 1.028 0.087
N 0.125 -0.842 -0.270
C -0.733 0.052 -0.131
C 2.730 -0.702 0.189
C -0.072 1.282 -0.074
C 1.309 -0.306 -0.242
H 2.774 -1.730 -0.344
H -2.230 -1.489 0.916
H 3.621 0.119 -0.240
H 2.836 -0.269 1.348
H -0.398 2.246 0.010

For the HOMO energy, the calculation gives -0.301 Ha. The spin multiplicity is 1. Its SMILES is Cc1nc(S)co1. As for the total charge: 0. The value obtained for the energy above the lowest of the compared OMol25 structures with the same formula, charge and spin is 392.60 kJ/mol.

3.
C2H9N2O | ωB97M-V/def2-TZVPD

Element x y z (Å)
O 0.546 -1.015 -1.837
N 0.018 -0.590 0.832
N -0.586 -2.803 0.574
C -0.377 -1.804 1.375
C -0.464 0.486 1.555
H 1.524 5.487 -4.008
H -0.602 -3.723 1.045
H 2.145 5.675 -4.330
H -0.204 -1.636 -2.105
H 0.089 1.410 1.313
H -1.479 0.908 1.274
H 0.316 -0.895 -0.799
H -0.556 -1.964 2.445
H -0.368 0.464 2.667

For the HOMO energy (spin up / spin down), the calculation gives -0.661 / -0.661 Ha. The spin multiplicity is 2. The expectation value of S² is 1.2196. As for the total charge: +2. The value obtained for the energy above the lowest of the compared OMol25 structures with the same formula, charge and spin is 937.91 kJ/mol.

4.
C11H13N | ωB97M-V/def2-TZVPD

Element x y z (Å)
N 3.107 -1.291 -0.558
C 0.318 0.699 -1.658
C -1.902 1.786 -0.317
C -1.457 2.273 -1.543
C -1.712 0.116 1.492
C 1.721 -1.696 -0.652
C 0.656 -0.946 0.183
C -0.671 -0.706 2.297
C -0.133 0.109 -0.452
C 0.320 -1.297 1.413
C -1.247 0.692 0.241
C -0.373 1.785 -2.250
H -2.002 3.135 -1.929
H 1.426 -1.728 -1.691
H 3.379 -0.314 -0.584
H -2.111 0.954 2.048
H 1.780 -2.719 -0.234
H 1.141 -1.914 1.904
H -0.131 -0.027 3.006
H -2.797 2.146 0.159
H -2.677 -0.395 1.316
H -1.276 -1.367 2.913
H 0.017 2.133 -3.217
H 1.089 0.171 -2.169
H 3.535 -1.598 0.282

For the HOMO energy, the calculation gives -0.294 Ha. The spin multiplicity is 1. Its SMILES is NCC1=CCCc2ccccc21. As for the total charge: 0. The value obtained for the energy above the lowest of the compared OMol25 structures with the same formula, charge and spin is 110.59 kJ/mol.

5.
C10H40N20O10 | ωB97M-V/def2-TZVPD

Element x y z (Å)
O 1.442 -4.098 -1.964
O -1.281 5.902 -0.032
O 4.253 2.000 3.449
O -2.408 0.934 -1.886
O -4.261 -5.385 -0.510
O 1.499 0.410 6.208
O -0.395 0.970 0.797
O 3.817 -0.981 -1.452
O 2.323 2.532 -1.497
O -3.074 -2.041 0.042
N 0.333 2.391 -2.600
N 5.771 -0.893 -2.601
N 0.507 0.867 4.204
N -2.199 -4.695 0.173
N 1.458 -0.043 -0.069
N 0.796 -4.655 0.130
N -2.985 1.795 0.109
N -4.841 -1.651 -1.377
N -0.477 -1.223 0.236
N -2.828 -6.874 0.459
N 2.946 2.845 1.822
N 4.637 1.445 1.257
N -0.368 -0.717 5.601
N -1.717 4.182 -1.452
N 1.801 3.994 -3.182
N 4.350 0.871 -2.681
N -0.670 3.730 0.488
N -4.343 2.181 -1.650
N 2.307 -2.977 -0.152
N -4.844 -0.692 0.628
C -3.171 -5.630 0.011
C 0.629 0.179 5.376
C -4.154 -1.506 -0.199
C -1.196 4.711 -0.299
C 3.979 2.107 2.250
C -3.184 1.615 -1.204
C 4.604 -0.392 -2.190
C 1.576 2.903 -2.408
C 0.161 -0.035 0.321
C 1.556 -3.935 -0.748
H 1.111 -4.578 1.079
H -0.431 -1.194 6.479
H 6.182 -1.682 -2.133
H 5.462 0.986 1.605
H -1.982 4.896 -2.109
H 3.401 1.162 -2.479
H -1.477 -1.143 0.363
H 2.724 -2.320 -0.809
H -0.047 -1.985 -0.257
H 2.666 4.501 -3.129
H 4.831 1.612 -3.153
H -2.139 1.395 0.505
H -2.426 -3.778 -0.201
H 4.310 1.354 0.313
H -0.337 2.713 -3.269
H 2.763 3.000 0.847
H -1.837 3.199 -1.596
H 1.827 -0.633 -0.796
H -3.490 -7.608 0.296
H 1.209 4.077 -3.985
H -0.178 0.568 3.536
H 0.033 1.593 -2.061
H 2.468 3.366 2.537
H -5.009 2.468 -0.956
H -5.648 -0.249 0.244
H 2.307 -2.799 0.832
H -4.531 -0.557 1.572
H -1.923 -6.954 0.875
H -4.757 1.761 -2.467
H -4.457 -2.189 -2.133
H -0.584 2.754 0.244
H -3.480 2.408 0.730
H 1.253 1.504 3.995
H -5.740 -1.233 -1.481
H 6.278 -0.417 -3.322
H -0.248 4.056 1.341
H 1.922 0.853 -0.022
H -1.150 -0.719 4.973
H -1.461 -4.916 0.809
H 0.239 -5.411 -0.226

For the HOMO energy, the calculation gives -0.342 Ha. The spin multiplicity is 1. Its SMILES is NC(N)=O.NC(N)=O.NC(N)=O.NC(N)=O.NC(N)=O.NC(N)=O.NC(N)=O.NC(N)=O.NC(N)=O.NC(N)=O. As for the total charge: 0. The value obtained for the energy above the lowest of the compared OMol25 structures with the same formula, charge and spin is 124.85 kJ/mol.

6.
C4H8O2 | ωB97M-V/def2-TZVPD

Element x y z (Å)
O 1.459 1.052 0.184
O -2.011 -0.645 0.353
C -1.885 0.639 -0.143
C -1.111 -1.048 -0.729
C -1.056 0.393 -1.161
C 2.070 0.038 0.947
H -0.197 -1.491 -0.325
H 1.398 -0.809 1.143
H -0.536 0.949 -1.925
H -1.617 -1.745 -1.402
H -2.409 1.470 0.319
H 0.534 1.123 0.452
H 2.440 0.411 1.912
H 2.923 -0.337 0.375

For the HOMO energy, the calculation gives -0.335 Ha. The spin multiplicity is 1. As for the total charge: 0. The value obtained for the energy above the lowest of the compared OMol25 structures with the same formula, charge and spin is 325.71 kJ/mol.

7.
C2H10N6 | ωB97M-V/def2-TZVPD

Element x y z (Å)
N 0.969 -1.799 -0.403
N -1.418 1.002 0.696
N -0.553 -0.998 1.625
N 1.484 0.592 0.292
N -0.708 -0.343 0.370
N 0.285 0.219 -1.685
C -1.509 1.990 -0.071
C 0.521 -0.202 -0.357
H 2.165 0.995 -0.333
H -2.153 2.810 0.235
H -0.549 -0.216 -2.057
H -1.002 2.095 -1.030
H 1.176 -2.132 0.535
H -0.474 -0.282 2.351
H 0.223 -2.381 -0.777
H -1.424 -1.492 1.795
H 1.883 0.113 1.090
H 1.083 0.029 -2.278

For the HOMO energy, the calculation gives -0.315 Ha. The spin multiplicity is 1. Its SMILES is C=NN(N)C(N)(N)N. As for the total charge: 0. The value obtained for the energy above the lowest of the compared OMol25 structures with the same formula, charge and spin is 334.93 kJ/mol.

8.
C5H6N2O | ωB97M-V/def2-TZVPD

Element x y z (Å)
O -1.313 -2.434 -0.147
N -1.102 -1.023 -0.035
N -0.329 0.928 0.582
C 2.657 0.940 -0.056
C -1.827 -0.093 -0.711
C 2.461 -0.326 -0.199
C -0.176 -0.356 0.690
C -1.371 1.174 -0.232
H 3.621 1.400 -0.273
H -1.653 2.241 -0.250
H 0.233 -1.067 1.558
H 1.881 1.532 0.379
H -0.394 -2.620 -0.073
H -2.688 -0.297 -1.234

For the HOMO energy, the calculation gives -0.329 Ha. The spin multiplicity is 1. As for the total charge: 0. The value obtained for the energy above the lowest of the compared OMol25 structures with the same formula, charge and spin is 645.47 kJ/mol.

9.
H3N3O3 | ωB97M-V/def2-TZVPD

Element x y z (Å)
O 1.049 0.644 -1.566
O 0.074 -2.522 -0.157
O 0.852 -2.335 0.952
N -1.240 1.879 0.595
N 0.245 1.378 -1.056
N -0.287 1.857 -0.186
H -1.387 2.793 0.992
H 0.357 -1.727 1.388
H 0.336 -1.967 -0.961

For the HOMO energy, the calculation gives -0.354 Ha. The spin multiplicity is 1. Its SMILES is [H]/N=N/N=O.OO. As for the total charge: 0. The value obtained for the energy above the lowest of the compared OMol25 structures with the same formula, charge and spin is 685.72 kJ/mol.

10.
C17H21B2Br8NO19 | ωB97M-V/def2-TZVPD

Element x y z (Å)
Br -2.354 0.745 -2.199
Br 0.649 2.317 -3.576
Br -1.572 -1.849 0.630
Br -3.428 -5.729 2.324
Br 0.340 -1.654 -2.871
Br -1.111 -4.591 -2.119
Br 3.520 0.380 -6.531
Br -5.274 -1.202 -2.689
O 1.367 -5.268 4.762
O 0.543 -3.221 4.497
O 0.345 3.465 0.819
O 0.428 -1.275 3.119
O 3.120 3.092 4.189
O 4.978 0.121 -0.780
O -0.316 0.919 5.682
O 1.377 3.719 2.981
O 3.248 1.364 -1.499
O -1.615 6.286 1.029
O 0.400 5.608 1.770
O 0.955 -0.913 5.400
O -1.530 3.739 -0.378
O 3.903 -3.884 4.086
O -0.674 0.676 2.763
O 2.534 4.575 1.155
O 4.596 4.070 1.851
O 2.940 -0.810 -0.979
O 2.553 -2.110 4.029
N 0.469 0.523 -0.032
C 3.440 4.142 2.018
C -4.137 1.177 -1.564
C -0.748 4.100 0.424
C -5.226 0.745 -2.521
C -0.738 5.480 1.115
C 1.851 0.836 -5.577
C 2.841 -3.393 4.232
C -2.120 -3.218 -3.059
C -1.752 -3.463 1.745
C 3.772 0.131 -1.046
C -1.178 -2.349 -3.868
C 2.669 3.619 3.243
C -2.841 -4.265 1.143
C -0.127 -0.119 3.494
C 1.511 -4.126 4.517
C 0.148 0.074 5.003
C 2.270 1.526 -4.304
B 1.183 4.367 1.661
B 1.130 -1.865 4.292
H -2.582 -4.778 0.228
H 0.407 1.203 -0.792
H -6.214 1.062 -2.198
H -3.746 -3.705 0.935
H -4.202 2.251 -1.405
H 1.320 -0.097 -5.445
H 2.996 2.303 -4.500
H 1.222 1.482 -6.182
H 4.052 1.923 -1.441
H -2.816 -3.760 -3.688
H -5.075 1.195 -3.500
H -0.848 -2.824 -4.789
H -4.252 0.649 -0.623
H 1.391 -0.020 -0.192
H -0.747 -3.881 1.767
H -1.840 -3.100 2.766
H -0.289 -0.180 -0.032
H -2.639 -2.578 -2.351
H 2.724 0.804 -3.635
H -1.690 -1.438 -4.183
H 0.486 1.001 0.878

For the HOMO energy, the calculation gives -0.154 Ha. The spin multiplicity is 1. As for the total charge: -2. The value obtained for the energy above the lowest of the compared OMol25 structures with the same formula, charge and spin is 0.00 kJ/mol.

11.
C5H9N2O2P | ωB97M-V/def2-TZVPD

Element x y z (Å)
P -1.235 0.581 -0.250
O 0.841 -0.805 2.230
O 0.913 1.965 -1.018
N -0.538 -0.670 -1.006
N 2.342 -0.450 0.464
C 1.513 -0.720 1.265
C -0.911 -0.687 -2.461
C -1.749 -0.206 1.392
C 0.248 1.576 -0.143
C 2.935 -0.976 -0.705
H -0.202 -0.152 -2.969
H -1.824 -1.274 1.022
H -0.849 -0.178 2.084
H 2.928 -2.034 -0.746
H -1.008 -1.736 -2.771
H -2.634 0.115 1.908
H 3.956 -0.737 -0.661
H -1.872 -0.181 -2.670
H 2.411 -0.549 -1.522

For the HOMO energy (spin up / spin down), the calculation gives -0.313 / -0.313 Ha. The spin multiplicity is 1. Its SMILES is CN=P(C)=C=O.CN=C=O. As for the total charge: 0. The value obtained for the energy above the lowest of the compared OMol25 structures with the same formula, charge and spin is 372.11 kJ/mol.

12.
C3H8O8 | ωB97M-V/def2-TZVPD

Element x y z (Å)
O 3.195 -0.815 -1.034
O -1.010 -0.051 -0.665
O 2.075 1.666 1.244
O -4.332 -0.972 -0.940
O 1.399 0.617 -0.593
O -2.699 0.379 0.690
O 2.107 -0.715 1.232
O -0.616 0.778 1.389
C 2.850 0.409 -0.669
C 2.121 0.472 0.595
C -1.427 0.447 0.543
H -3.322 -0.136 0.087
H 2.613 -1.558 -0.685
H 1.156 1.769 1.301
H -4.264 -0.948 -1.859
H -4.662 -1.718 -0.588
H -0.088 0.161 -0.677
H 1.427 -0.988 1.825
H 3.476 1.203 -1.195

For the HOMO energy, the calculation gives -0.368 Ha. The spin multiplicity is 1. Its SMILES is O[C@H]1OC1(O)O.O=C(O)O.O. As for the total charge: 0. The value obtained for the energy above the lowest of the compared OMol25 structures with the same formula, charge and spin is 52.70 kJ/mol.

13.
C36H83AsF6N5O15S3V | ωB97M-V/def2-TZVPD

Element x y z (Å)
As -0.899 -1.069 -0.061
V 1.983 -1.114 3.581
S -6.625 0.693 1.258
S -1.892 -5.755 -0.043
S -1.295 -1.426 -5.998
F -0.366 -2.741 -0.177
F -1.163 0.652 0.019
F -2.459 -1.496 0.439
F -1.430 -1.062 -1.875
F -0.348 -1.013 1.595
F 0.712 -0.732 -0.574
O -0.765 3.662 0.038
O -2.352 -2.064 -6.748
O -0.094 -1.013 -6.692
O -1.989 -5.865 1.387
O -1.051 -2.500 -4.742
O -2.563 -7.046 -0.711
O 2.707 -0.377 -2.975
O 2.108 -3.005 4.647
O 2.534 -1.781 1.928
O -8.001 1.134 1.171
O -5.810 1.062 2.394
O 3.065 -0.410 4.362
O -5.916 1.213 -0.122
O 0.302 -0.403 4.285
O -0.598 -5.445 -0.620
N -0.919 1.390 4.788
N 3.314 0.897 -3.079
N 0.895 -4.953 4.366
N -0.762 4.251 1.344
N 3.822 -2.855 0.490
C 0.265 -2.511 -4.122
C -1.744 5.312 1.376
C -3.070 -8.561 -2.560
C 1.963 1.560 -4.974
C 1.494 3.318 1.847
C 5.500 -0.018 -2.346
C 3.953 3.526 -2.364
C -1.668 5.986 2.740
C 4.375 1.059 -2.045
C -1.988 -0.098 -5.139
C 3.718 0.930 -0.612
C -3.126 -4.478 -0.559
C -3.164 4.679 1.395
C 4.987 2.462 -2.262
C 0.387 -3.741 -3.172
C 3.146 3.282 -3.597
C -2.310 -7.252 -2.172
C -1.862 1.055 3.724
C 1.162 1.996 -2.680
C -6.542 -1.050 1.058
C -1.070 2.685 5.376
C 3.842 -3.563 -0.835
C 0.141 0.659 5.006
C -4.519 1.587 -0.059
C 0.003 -5.580 3.455
C 2.741 -2.211 0.770
C 1.239 -3.703 4.054
C 1.336 -5.743 5.558
C -0.264 6.550 3.052
C 2.418 1.963 -3.551
C 1.432 5.434 0.622
C 5.046 -2.900 1.218
C 0.688 4.616 1.676
C -1.715 6.422 0.271
C -3.972 1.563 -1.482
C 0.677 5.338 3.029
H -4.039 -4.996 -0.870
H -6.897 -1.709 1.842
H 5.019 -0.976 -2.584
H -4.490 2.222 -2.167
H -2.466 0.173 3.964
H -0.716 3.370 4.587
H 2.832 1.520 -0.493
H -0.078 -4.527 -3.771
H 2.837 -3.896 -1.052
H 0.487 -5.878 6.240
H 2.067 -0.355 -2.265
H 3.897 3.440 -4.407
H -1.259 0.887 2.829
H -1.337 0.281 -4.363
H -3.870 5.468 1.702
H -0.400 2.856 6.188
H 5.242 -3.874 1.691
H -0.554 -4.922 2.800
H 3.356 3.549 -1.431
H -2.684 6.899 0.200
H 1.319 2.279 -1.647
H -5.456 -1.226 0.938
H -3.310 3.874 2.136
H 1.012 2.718 2.609
H 6.091 0.237 -3.229
H -0.161 6.987 4.044
H 1.050 5.201 -0.369
H -4.103 -8.264 -2.400
H -2.609 -6.385 -2.792
H 0.395 -1.532 -3.621
H -7.135 -1.275 0.147
H 0.643 1.040 -2.700
H 1.945 -2.032 0.050
H 4.524 -4.396 -0.867
H 1.196 2.259 -5.280
H -4.071 0.536 -1.896
H 1.407 -4.054 -2.971
H 2.133 -5.138 5.962
H 5.623 2.497 -3.157
H 1.343 6.515 0.733
H -2.453 6.746 2.714
H -1.265 -7.521 -2.310
H 0.038 7.264 2.279
H 5.887 -2.737 0.551
H 1.483 2.712 0.924
H -2.042 2.930 5.750
H 4.095 -2.873 -1.654
H -2.221 0.716 -5.824
H -1.580 5.980 -0.733
H -3.209 -3.750 0.259
H -2.867 -9.340 -1.832
H 5.166 -2.162 2.016
H 6.129 -0.190 -1.470
H -0.151 -3.638 -2.255
H 0.867 1.003 5.756
H 0.739 -3.398 3.134
H -3.527 4.348 0.411
H 1.720 5.587 3.261
H -4.510 2.536 0.466
H 2.522 5.224 0.650
H -2.932 1.877 -1.646
H 4.475 1.125 0.169
H 2.734 1.525 -5.748
H 0.499 2.746 -3.090
H 0.389 4.567 3.798
H -2.508 1.927 3.535
H -2.721 -4.014 -1.480
H -4.032 0.854 0.595
H -0.919 7.178 0.414
H -1.908 5.231 3.492
H -2.858 -8.820 -3.589
H 1.001 -2.556 -4.931
H 1.497 0.571 -4.989
H 3.399 -0.091 -0.513
H 1.738 -6.706 5.224
H 4.376 4.530 -2.452
H 5.630 2.538 -1.395
H 2.530 3.562 2.183
H -0.616 -6.262 3.991
H -2.848 -0.539 -4.646
H 2.313 3.967 -3.764
H 0.581 -6.204 2.767
H -1.065 2.786 0.282

For the HOMO energy (spin up / spin down), the calculation gives -0.361 / -0.361 Ha. The spin multiplicity is 2. The expectation value of S² is 0.7618. As for the total charge: +1.